Record 1
47
Properties=species:S:1:pos:R:3:nbo_charge:R:1 method="wB97M-V/def2-TZVPD" de_lowest_kcal_mol=30.37 smiles="CCCc1nnc(NC(=O)CCC(=O)NCc2ccccc2OC)s1" lumo_ha=0.0229 total_charge=0 gap_ev=9.37 molar_mass_g_mol=362.5
S 2.71 -1.37 0.65 0.37
O -1.93 -2.42 -1.69 -0.67
O 0.98 -3.17 1.42 -0.61
O -1.51 0.11 0.68 -0.53
N 2.78 0.15 -1.41 -0.27
N 0.59 -2.46 -0.68 -0.64
N -3.40 -1.45 -0.29 -0.58
N 1.77 -0.68 -1.64 -0.30
C -0.88 -4.14 0.24 -0.49
C -3.63 -0.30 -1.14 -0.24
C 6.07 2.71 -0.21 -0.60
C -2.47 -2.37 -0.60 0.71
C -4.00 3.33 -0.15 -0.24
C -4.22 2.09 -0.71 -0.18
C 3.40 -0.05 -0.30 0.05
C -3.38 1.01 -0.45 -0.12
C 4.56 0.73 0.18 -0.45
C -2.07 2.46 0.98 -0.31
C -2.92 3.51 0.69 -0.19
C -2.18 -3.37 0.51 -0.49
C 1.58 -1.52 -0.68 0.21
C 4.87 1.92 -0.72 -0.38
C 0.32 -3.23 0.41 0.69
C -2.29 1.20 0.42 0.38
C -0.41 0.27 1.55 -0.26
H 5.88 3.09 0.79 0.20
H 0.34 0.95 1.13 0.19
H -4.67 4.15 -0.37 0.22
H -0.72 0.64 2.54 0.18
H 6.27 3.56 -0.86 0.21
H 5.06 1.57 -1.73 0.21
H -3.77 -1.41 0.65 0.40
H -0.08 -2.44 -1.45 0.47
H 0.03 -0.72 1.67 0.21
H 6.95 2.08 -0.18 0.20
H -5.05 1.94 -1.38 0.21
H -0.79 -4.96 0.96 0.24
H -0.90 -4.55 -0.77 0.24
H 5.43 0.07 0.22 0.22
H 3.99 2.57 -0.77 0.21
H -4.66 -0.32 -1.52 0.20
H -2.11 -2.85 1.47 0.23
H 4.37 1.07 1.20 0.22
H -3.01 -4.07 0.57 0.24
H -1.23 2.63 1.63 0.22
H -2.95 -0.41 -1.99 0.25
H -2.73 4.48 1.13 0.22

---

Record 2
122
Properties=species:S:1:pos:R:3:mulliken_charge:R:1 method="wB97M-V/def2-TZVPD" lumo_ha=-0.0309 total_charge=0 gap_ev=8.61 molar_mass_g_mol=1489.3
Br 3.03 3.92 -3.22 0.01
Br -4.78 0.90 -0.34 0.09
Br -3.07 3.63 -1.07 -0.01
Br 0.27 5.18 -1.96 0.02
Br -5.96 3.11 -2.35 -0.05
Br 2.74 7.15 -2.53 -0.06
O -3.21 2.12 -5.15 -0.61
O 3.28 -3.39 6.76 -0.60
O 4.79 1.76 0.06 -0.67
O 0.45 -3.24 0.18 -0.65
O 3.23 -3.77 -7.00 -0.61
O 5.15 -3.60 -6.06 -0.60
O 2.92 0.13 5.25 -0.62
O -1.74 2.69 -3.72 -0.39
O -0.62 5.39 4.45 -0.57
O 2.84 1.52 -0.80 -0.30
O -4.13 -2.42 -0.40 -0.56
O 0.24 4.24 2.86 -0.54
O -2.18 -2.75 -1.24 -0.44
O 1.43 -2.94 5.78 -0.50
O 1.76 0.87 3.61 -0.48
O -5.12 2.72 3.61 -0.63
O 0.35 -2.38 2.14 -0.73
O -3.61 2.63 2.06 -0.36
N 3.79 1.10 -0.15 0.99
N 0.30 -2.29 0.93 1.44
N 1.94 0.69 4.80 1.09
N 4.00 -3.24 -6.24 1.00
N -4.17 2.21 3.06 0.97
N 2.63 -3.10 5.79 1.00
N -2.08 2.46 -4.86 0.92
N -0.64 4.93 3.33 1.00
N -3.32 -3.09 -0.99 0.88
C 3.47 -2.58 -0.27 -0.48
C -2.75 0.00 5.66 -0.62
C 4.58 -1.97 1.77 -0.86
C 3.20 -1.25 -0.49 0.20
C -0.35 1.49 -0.93 -0.16
C 3.74 -0.28 0.32 0.12
C 2.83 0.19 -4.04 -0.01
C 4.36 -0.61 1.51 -0.77
C -1.00 2.29 -5.86 0.08
C -3.40 1.05 5.05 -0.45
C -0.35 1.44 -7.99 -0.41
C 3.55 -2.07 -5.44 -0.11
C -0.28 1.38 0.46 -0.95
C 0.86 0.64 7.02 -0.51
C -3.57 1.03 3.68 0.44
C -2.59 -1.15 3.52 -0.65
C -5.05 -4.62 -1.89 -0.08
C 4.17 -2.97 0.86 -0.82
C 0.17 -0.84 -1.06 -0.57
C -1.34 1.60 -7.00 -0.42
C 1.16 2.79 -6.71 -0.19
C -4.36 2.18 -1.73 -0.38
C -0.18 0.15 1.11 -0.76
C -3.18 -0.04 2.92 0.32
C -5.49 -5.84 -2.41 -0.74
C 0.04 2.18 5.36 0.47
C -0.14 0.36 -1.68 -0.61
C 0.84 2.10 -7.90 -0.68
C -0.87 2.65 6.30 -0.33
C 4.37 -1.57 -4.44 -0.53
C 0.28 2.86 -5.65 -0.26
C -2.37 -1.10 4.91 -0.50
C 2.33 -1.49 -5.76 -0.77
C 2.20 5.29 -2.08 -0.39
C -1.85 5.20 2.48 -0.58
C -3.15 -6.54 -2.50 -0.73
C -2.78 -5.36 -1.84 0.11
C 1.98 -0.38 -4.96 -0.31
C 0.06 -0.97 0.32 0.18
C -0.92 2.16 7.60 -0.68
C -3.73 -4.38 -1.57 -0.18
C -0.03 1.14 7.94 -0.70
C 0.97 1.24 5.75 -0.22
C 4.05 -0.43 -3.76 -0.56
C 3.33 -2.73 4.54 -0.92
C -4.52 -6.76 -2.75 -0.21
H 0.94 -0.08 -5.02 0.44
H -1.48 3.54 6.14 0.48
H -5.74 -3.81 -1.66 0.41
H 2.42 0.98 -3.42 0.48
H -3.45 -0.26 1.89 -0.39
H 2.61 -0.98 -1.35 0.29
H -2.71 5.11 3.13 0.30
H -0.68 0.83 -8.81 0.41
H 5.10 -2.28 2.66 0.74
H -0.22 0.09 2.18 1.25
H -2.44 -7.33 -2.65 0.37
H 4.81 0.13 2.16 0.54
H 0.26 -1.70 -1.71 0.56
H 4.16 -2.13 4.90 0.42
H -1.81 4.43 1.72 0.03
H -2.73 -0.15 6.73 0.48
H -6.55 -5.97 -2.55 0.38
H 1.68 -1.88 -6.53 0.52
H -4.81 -7.66 -3.27 0.35
H -0.42 2.46 -1.40 0.17
H 2.13 3.24 -6.54 0.41
H -1.72 6.23 2.15 0.29
H -2.24 -2.01 2.98 0.50
H 0.47 3.43 -4.76 0.28
H -0.45 2.24 1.10 0.38
H -0.04 2.57 4.36 0.21
H 2.69 -2.20 3.85 0.21
H 3.10 -3.34 -0.95 0.51
H 3.72 -3.65 4.10 0.42
H 1.52 1.93 -8.72 0.40
H -3.99 1.63 -2.58 0.32
H 2.55 5.12 -1.07 0.41
H -1.88 -1.96 5.36 0.39
H -1.61 2.58 8.32 0.44
H -3.86 1.80 5.68 0.55
H 4.40 -3.98 1.17 0.42
H 5.28 -2.14 -4.25 0.53
H -2.30 1.13 -7.10 0.49
H 1.52 -0.20 7.18 0.46
H 0.11 0.72 8.93 0.40
H 4.67 -0.05 -2.95 0.58
H -1.73 -5.45 -1.59 0.41
H -0.08 0.44 -2.76 0.47

---

Record 3
9
Properties=species:S:1:pos:R:3:nbo_charge:R:1 method="wB97M-V/def2-TZVPD" de_lowest_kcal_mol=37.17 lumo_ha=0.0228 total_charge=0 gap_ev=8.69 molar_mass_g_mol=81.1
O 1.57 -2.23 1.34 -0.44
N 0.48 2.44 -0.37 -0.63
C -0.62 0.14 -0.29 -0.41
C -0.35 -1.19 0.32 -0.56
C 0.66 -1.72 0.87 0.72
C 0.03 1.29 -0.47 0.40
H 1.05 2.88 -1.12 0.38
H -1.69 0.26 -0.78 0.26
H -1.12 -1.87 0.51 0.27

---

Record 4
73
Properties=species:S:1:pos:R:3:mulliken_charge:R:1 method="wB97M-V/def2-TZVPD" lumo_ha=0.0710 total_charge=-1 gap_ev=4.27 molar_mass_g_mol=639.8
Zr 0.55 -2.38 -1.65 0.36
Cl 2.79 6.76 -1.20 -0.27
Cl -6.93 2.60 0.96 -0.30
C 1.04 -0.55 0.71 0.09
C -0.99 2.96 1.52 -1.24
C 2.44 -0.69 2.70 -0.80
C 0.89 4.81 -1.18 -0.86
C -2.81 -1.12 2.13 -0.78
C 3.65 -0.89 3.36 -0.51
C 0.64 -0.02 -2.66 -0.02
C -2.34 -3.00 0.67 -0.48
C 4.81 -1.25 2.64 -0.46
C -4.67 3.08 2.39 -0.67
C -0.06 3.86 0.87 0.10
C 0.48 -4.82 -2.23 -0.37
C -5.24 2.89 1.12 0.45
C 2.32 -0.83 1.29 0.50
C 0.04 -0.96 -3.58 -1.08
C -3.28 3.13 2.52 -0.21
C 0.36 -4.75 -0.81 -0.62
C -4.44 2.98 -0.03 -0.92
C -2.69 -2.50 1.91 -0.59
C -2.15 -2.12 -0.44 0.83
C -3.06 3.19 0.10 0.10
C -2.58 -0.25 1.07 -0.18
C -1.73 -2.61 -1.77 -1.34
C 3.50 -1.22 0.57 0.20
C -2.27 -0.73 -0.20 -0.41
C 1.74 -4.28 -2.60 -0.71
C 1.54 5.75 0.97 -0.61
C -2.42 3.09 1.37 0.11
C 0.08 3.87 -0.54 0.51
C 2.02 -0.38 -2.50 -0.37
C 2.27 -1.55 -3.27 -0.61
C 2.42 -3.87 -1.39 -0.57
C 1.04 -1.92 -3.94 -0.74
C 1.55 -4.16 -0.28 -0.68
C 0.69 4.83 1.60 -0.38
C 1.67 5.71 -0.43 0.40
C 4.71 -1.42 1.24 -0.86
H -2.48 3.41 -0.79 0.45
H -2.04 -0.02 -1.01 0.32
H 3.70 -0.80 4.45 0.34
H -2.81 3.22 3.50 0.36
H 0.18 -0.54 1.40 -0.01
H -5.32 3.19 3.26 0.36
H -0.64 2.46 2.44 0.34
H -0.18 -5.36 -2.91 0.43
H -1.93 -3.67 -1.96 0.54
H -4.91 2.94 -1.01 0.38
H -2.12 -2.02 -2.61 0.62
H 0.16 0.88 -2.27 0.38
H 1.02 0.21 -0.08 -0.13
H -2.17 -4.07 0.54 0.29
H -3.08 -0.73 3.12 0.45
H 0.55 4.87 2.68 0.42
H 3.26 -1.99 -3.42 0.53
H 5.77 -1.43 3.16 0.33
H 1.55 -0.41 3.27 0.40
H 2.07 6.52 1.53 0.36
H 3.47 -1.38 -0.51 0.27
H -0.45 -5.19 -0.23 0.61
H 1.79 -4.02 0.77 0.50
H -0.95 -0.88 -4.02 0.68
H 2.78 0.21 -1.99 0.54
H 0.91 4.90 -2.26 0.37
H -2.59 0.83 1.24 0.51
H -2.83 -3.18 2.75 0.36
H 3.47 -3.56 -1.32 0.62
H 2.15 -4.33 -3.61 0.64
H -0.46 3.13 -1.12 -0.11
H 5.60 -1.75 0.69 0.34
H 0.93 -2.69 -4.70 0.51

---

Record 5
7
Properties=species:S:1:pos:R:3:lowdin_spin:R:1 method="wB97M-V/def2-TZVPD" de_lowest_kcal_mol=48.14 lumo_ha="-0.0003 / -0.1165" total_charge=0 gap_ev="6.19 / 7.38" s2=2.008 molar_mass_g_mol=147.4 multiplicity=3
Cl 0.04 -2.74 1.53 0.00
Cl 1.44 1.13 0.07 0.32
Cl -1.19 1.07 0.68 0.80
N -0.02 1.96 -0.27 0.79
N 0.01 -1.98 0.06 0.02
C 0.08 -1.28 -0.83 0.02
H -0.35 1.86 -1.23 0.05

---

Record 6
166
Properties=species:S:1:pos:R:3:lowdin_spin:R:1 method="wB97M-V/def2-TZVPD" de_lowest_kcal_mol=237.42 lumo_ha="-0.1876 / -0.3095" total_charge=+1 gap_ev="6.41 / 3.09" s2=0.755 molar_mass_g_mol=1585.3 multiplicity=2
Cu 0.47 -2.98 3.30 0.71
S 0.26 -1.55 6.55 0.00
S -2.29 3.19 -3.39 0.00
S 4.29 3.25 0.01 0.00
S 0.87 -5.03 -0.13 0.00
S -1.60 -0.41 2.22 -0.01
S -5.05 -5.17 -0.48 0.00
S 2.06 4.34 6.04 0.00
S 0.63 -0.60 1.00 0.00
S -0.14 0.15 -5.94 0.00
S -7.49 -1.12 -3.00 0.00
S -0.19 6.34 0.35 0.00
S 4.04 -1.72 3.32 0.00
F 2.14 0.45 3.05 0.00
F -2.52 -0.57 -0.47 0.00
F -2.64 -2.49 0.77 0.00
F 0.82 1.91 1.94 0.00
F 2.60 1.05 1.01 0.00
F -3.93 -0.87 1.05 0.00
O 1.01 -0.40 7.14 0.00
O -6.26 -5.10 0.44 0.00
O 1.07 -4.46 1.22 0.01
O 2.67 -2.29 3.25 0.00
O 0.30 0.65 -7.28 0.00
O 2.02 -4.95 -1.04 0.00
O 0.73 -2.94 7.35 0.00
O 2.89 3.29 6.58 0.00
O -6.24 -1.54 -4.06 0.00
O -0.48 -4.42 -0.80 0.00
O 0.25 -1.88 5.11 0.02
O 4.28 -0.68 4.32 0.00
O -4.42 -4.07 -1.19 0.00
O 0.69 6.90 -0.92 0.00
O -2.51 4.42 -2.61 0.00
O -0.09 7.23 1.52 0.00
O -1.52 1.05 2.02 0.05
O -3.35 2.32 -4.01 0.00
O -1.48 5.75 -0.03 0.00
O -8.72 -1.83 -3.43 0.00
O -1.09 3.57 -4.60 0.00
O 1.92 5.62 6.78 0.00
O -7.44 0.30 -2.64 0.00
O -2.21 -0.81 3.48 0.03
O -0.68 1.09 -4.91 0.00
O 4.95 4.76 -0.32 0.00
O 0.97 -0.83 -5.25 0.00
O 1.60 -1.62 0.63 0.00
O 4.04 3.19 1.45 0.00
O 3.24 3.03 -0.99 0.00
O -0.15 -0.08 -0.15 0.02
O 4.60 -1.16 1.83 0.00
O -5.24 -6.43 -1.58 0.00
O 0.49 3.79 5.82 0.00
N -0.26 -1.26 2.31 0.14
C 5.74 2.31 -0.58 0.00
C 2.01 -0.03 -3.06 0.00
C -1.22 2.19 -2.17 0.00
C -0.81 8.69 -1.72 0.00
C 4.87 5.39 -1.65 0.00
C 0.21 -6.65 0.04 0.00
C 2.11 -3.00 7.65 0.00
C 2.13 -0.32 -4.60 0.00
C -0.88 -4.80 -2.20 0.00
C 1.08 5.02 0.83 0.00
C 5.83 -2.24 0.08 0.00
C -0.47 -3.76 -3.17 0.00
C 1.64 0.87 1.85 0.01
C 0.77 4.85 -5.33 0.00
C -1.52 -1.36 7.08 0.00
C -0.98 2.17 4.88 0.00
C -4.02 -1.52 -3.35 0.00
C -6.52 -6.66 -2.08 0.00
C -6.90 -5.78 -3.23 0.00
C -5.06 -0.81 -4.23 0.00
C 5.71 4.87 -2.78 0.00
C -3.65 -5.98 0.43 0.00
C 2.63 -4.35 8.14 0.00
C -1.49 -1.09 -6.19 0.00
C 0.63 8.26 -1.34 0.00
C 5.22 -3.09 3.69 0.00
C -6.95 -2.00 -1.45 0.00
C 2.45 4.58 4.22 0.00
C 0.36 2.44 5.46 0.00
C -2.69 -1.17 0.79 0.00
C 4.41 -1.99 0.69 0.00
C 0.10 4.21 -4.17 0.00
H -1.97 -4.78 -2.21 0.00
H -7.83 -1.95 -0.81 0.00
H -4.45 -1.44 -2.36 0.00
H 2.92 -1.05 -4.76 0.00
H 6.28 -3.08 0.60 0.00
H 0.88 8.96 -0.54 0.00
H 2.80 0.67 -2.79 0.00
H -7.04 -4.77 -2.86 0.00
H -0.05 4.87 -3.32 0.00
H 5.49 5.43 -3.69 0.00
H 1.35 4.25 -6.03 0.00
H 3.36 -4.23 8.95 0.00
H -7.25 -6.53 -1.29 0.00
H -6.15 -1.55 -0.87 0.00
H 3.13 -4.84 7.30 0.00
H -2.42 -0.60 -6.48 0.00
H 2.85 3.57 4.07 0.00
H -2.19 -2.05 6.57 0.00
H -3.94 -2.58 -3.57 0.00
H 1.47 5.47 -4.77 0.00
H -7.91 -6.07 -3.51 0.00
H -6.64 -3.03 -1.63 0.00
H 0.34 1.98 6.45 0.00
H 1.96 5.55 1.21 0.00
H 5.40 1.27 -0.49 0.00
H 0.61 -3.61 -3.23 0.00
H -0.81 9.77 -1.82 0.00
H -6.66 -7.68 -2.43 0.00
H -0.78 -3.83 -4.21 0.00
H 3.84 5.30 -2.01 0.00
H 2.21 -2.22 8.40 0.00
H -1.30 8.35 -2.63 0.00
H 6.45 -1.38 0.33 0.00
H 5.83 -2.42 -1.00 0.00
H -2.88 -5.24 0.65 0.00
H -1.84 2.74 5.23 0.00
H 0.76 3.37 -3.94 0.00
H -0.73 -6.43 0.55 0.00
H 0.63 4.30 1.51 0.00
H -1.63 -1.77 -5.35 0.00
H 2.66 -2.57 6.82 0.00
H 0.95 -7.16 0.66 0.00
H -1.26 -1.69 -7.07 0.00
H 6.18 -2.96 3.18 0.00
H -5.09 0.19 -3.78 0.00
H -1.22 1.11 4.78 0.00
H 2.35 0.61 -5.13 0.00
H 4.81 -4.01 3.28 0.00
H -0.60 -5.82 -2.48 0.00
H -3.05 -1.02 -3.38 0.00
H 5.07 6.46 -1.55 0.00
H -6.22 -5.98 -4.06 0.00
H 6.73 4.60 -2.52 0.00
H 1.20 8.31 -2.28 0.00
H -1.48 1.14 -2.26 0.00
H 3.95 -1.46 -0.14 0.00
H -1.47 8.45 -0.89 0.00
H -1.53 2.60 -1.21 0.00
H 3.28 5.26 4.01 0.00
H 1.85 -5.07 8.37 0.00
H -1.73 -0.30 6.98 0.00
H 0.02 5.54 -5.73 0.00
H 1.28 4.45 -0.08 0.00
H 5.31 3.88 -3.01 0.00
H 5.36 -3.13 4.77 0.00
H -0.17 2.44 -2.35 0.00
H 1.49 4.70 3.72 0.00
H 1.03 0.42 -2.85 0.00
H -4.18 -6.37 1.31 0.00
H -3.43 -6.79 -0.26 0.00
H -4.86 -0.76 -5.30 0.00
H 1.17 2.09 4.81 0.00
H 6.54 2.67 0.06 0.00
H -1.47 -1.63 8.13 0.00
H 5.86 2.51 -1.64 0.00
H -0.99 -2.83 -2.93 0.00
H 3.87 -2.89 1.01 0.00
H 1.95 -0.87 -2.37 0.00
H 0.14 -7.10 -0.95 0.00
H -1.03 2.66 3.91 0.00